1.
Formula: C3H7Cl2NS
Source: OMol25
Level of theory: ωB97M-V/def2-TZVPD

Cartesian coordinates (Å):
C 2.355 -0.911 0.727
C -1.476 0.398 -1.554
C -0.757 0.458 -0.230
H 3.329 -1.389 0.654
H 1.878 -0.868 -0.255
H -1.106 1.198 -2.200
H -1.246 -0.551 -2.043
H -2.562 0.495 -1.456
H -1.129 0.665 1.757
H -2.549 0.692 0.762
N -1.548 0.617 0.841
S 0.887 0.336 -0.108
Cl 2.588 0.742 1.309
Cl 1.336 -1.881 1.797

Computed properties:
E	-1491.65418	hartree
LUMO	0.0275	Eh
relative energy (zero: lowest compared OMol25 entry of this formula, charge and spin)	453.75	kJ/mol
Kohn-Sham gap	8.00	eV
F_max	12.3	eV/Å
highest occupied orbital energy	-7.25	eV



2.
Formula: CH6NO2PS2
Source: OMol25
Level of theory: ωB97M-V/def2-TZVPD

Cartesian coordinates (Å):
C 1.020 -1.086 -1.190
N -0.577 2.205 0.881
O -0.342 -0.508 -1.294
O -0.406 0.823 1.138
P -1.269 -0.267 -0.080
S -2.919 0.544 -0.619
S -1.163 -2.023 1.001
H 1.793 -0.246 -1.522
H 1.175 -1.976 -1.830
H 1.081 -1.065 -0.117
H -1.471 2.390 1.337
H -0.510 2.435 -0.142
H -2.474 -1.996 1.263

Computed properties:
SMILES	CO[P@@](=S)(S)ON
E	-1384.63170	hartree
LUMO	0.0176	Eh
relative energy (zero: lowest compared OMol25 entry of this formula, charge and spin)	22.91	kJ/mol
Kohn-Sham gap	9.74	eV
F_max	3.7	eV/Å
highest occupied orbital energy	-9.26	eV



3.
Formula: C4H8S2
Source: OMol25
Level of theory: ωB97M-V/def2-TZVPD

Cartesian coordinates (Å):
C 1.254 1.983 -0.297
C 0.197 1.113 0.464
C -0.683 0.058 -0.257
C 0.395 -0.401 0.611
H 1.052 3.044 -0.131
H 1.539 1.758 -1.266
H 2.243 1.951 0.098
H -0.202 1.639 1.359
H -0.486 0.132 -1.334
H -2.399 -1.486 -0.422
H 0.092 -0.682 1.563
H 1.094 -1.459 -1.065
S -2.498 -0.191 -0.061
S 1.878 -1.147 -0.059

Computed properties:
SMILES	CC1[C@H](S)[C@H]1S
E	-953.51309	hartree
LUMO	0.0290	Eh
relative energy (zero: lowest compared OMol25 entry of this formula, charge and spin)	193.09	kJ/mol
Kohn-Sham gap	9.76	eV
F_max	2.7	eV/Å
highest occupied orbital energy	-8.97	eV



4.
Formula: C2H3INO3
Source: OMol25
Level of theory: ωB97M-V/def2-TZVPD

Cartesian coordinates (Å):
C 1.546 0.932 0.647
C 0.322 0.131 0.207
N -1.252 -0.270 -1.634
O -0.368 -0.682 0.940
O -0.181 0.315 -1.015
O 2.253 1.644 0.003
I -0.278 -2.430 2.159
H 1.555 0.695 1.722
H -1.765 0.478 -2.076
H -1.833 -0.814 -0.953

Computed properties:
total charge	+1
E	-655.73493	hartree
LUMO	-0.2796	Eh
relative energy (zero: lowest compared OMol25 entry of this formula, charge and spin)	0.00	kJ/mol
Kohn-Sham gap	7.46	eV
F_max	5.2	eV/Å
highest occupied orbital energy	-15.06	eV



5.
Formula: C21H21CoN5O6
Source: OMol25
Level of theory: ωB97M-V/def2-TZVPD

Cartesian coordinates (Å):
Co 9.147 11.884 11.155
O 12.987 11.258 9.815
C 11.805 11.484 10.089
N 11.139 11.600 11.256
C 11.746 11.493 12.578
C 10.745 11.850 13.659
C 11.159 11.735 14.980
C 10.197 11.924 15.935
C 8.886 12.296 15.630
C 8.538 12.344 14.289
N 9.461 12.113 13.360
C 10.860 11.803 8.916
C 11.371 11.943 7.665
C 10.542 12.376 6.641
C 9.218 12.724 6.845
C 8.724 12.506 8.141
N 9.560 12.068 9.122
H 12.639 12.126 12.691
H 12.066 10.456 12.770
H 12.164 11.406 15.222
H 10.444 11.784 16.981
H 8.209 12.507 16.457
H 7.519 12.537 13.960
H 12.421 11.734 7.442
H 11.002 12.390 5.646
H 8.576 13.127 6.077
H 7.725 12.756 8.459
O 3.996 15.705 11.849
C 4.916 14.990 11.662
C 6.354 15.522 11.310
O 6.731 16.640 11.134
C 7.182 14.274 11.242
C 6.395 13.076 11.401
O 6.982 11.950 11.385
C 4.966 13.460 11.744
O 4.054 12.755 12.047
O 8.409 14.192 11.067
N 8.600 6.939 11.446
C 7.624 7.740 12.271
C 8.244 9.133 12.326
N 8.444 9.707 10.978
C 9.256 8.886 10.105
C 8.779 7.440 10.039
H 8.387 5.937 11.481
H 9.533 7.028 11.872
H 7.533 7.309 13.245
H 6.659 7.739 11.777
H 9.223 9.079 12.798
H 7.681 9.863 12.891
H 7.562 9.985 10.538
H 10.270 8.857 10.521
H 9.227 9.303 9.064
H 9.514 6.775 9.530
H 7.799 7.377 9.540

Computed properties:
expectation value of S²	6.02
total charge	+1
E	-2920.60224	hartree
LUMO (spin up / spin down)	-0.1297 / -0.1653	Eh
relative energy (zero: lowest compared OMol25 entry of this formula, charge and spin)	0.00	kJ/mol
2S+1	5
Kohn-Sham gap (spin up / spin down)	7.23 / 6.56	eV
F_max	2.0	eV/Å
highest occupied orbital energy (spin up / spin down)	-10.76 / -11.06	eV



E of number 3 (C4H8S2)?
-953.51309 hartree



Which value of F_max does entry 2 give?
3.7 eV/Å